Formula: C3H6N4O
Source: the Open Molecules 2025 dataset
Level of theory: ωB97M-V/def2-TZVPD

XYZ file:
```
14
Properties=species:S:1:pos:R:3:forces:R:3
C -3.031 -0.531 -0.187 1.301 -1.323 -2.746
C 0.479 -0.234 0.016 3.350 3.419 2.944
C 1.771 -0.892 -0.133 4.445 -8.152 1.072
H -3.874 -0.913 0.641 2.542 1.402 -2.041
H -2.466 -1.607 -0.820 -2.852 3.213 1.554
H -3.423 0.425 -1.023 0.647 -3.471 2.624
H -1.614 0.745 0.803 0.441 1.389 0.447
H 1.358 1.410 1.237 1.004 -0.744 0.392
H 0.679 3.223 -0.014 1.367 -5.007 -3.091
N -1.665 -0.023 0.189 -4.835 -0.144 1.030
N -0.658 -0.785 0.067 1.613 -1.214 -2.117
N 0.605 1.263 0.602 -1.472 -2.452 -2.819
N 2.609 -1.840 -0.053 -5.961 7.686 -0.880
O 0.973 2.044 -0.580 -1.591 5.398 3.632
```
Positions in Å, forces in eV/Å.

Properties
HOMO   -8.919 eV
Kohn-Sham gap   8.60 eV
LUMO   -0.0116 hartree
Calculated total energy   -11206.951 eV

=====

Formula: C17H18BFeN2O2S3Sb
Source: the Open Molecules 2025 dataset
Level of theory: ωB97M-V/def2-TZVPD

XYZ file:
```
45
Properties=species:S:1:pos:R:3:forces:R:3
Fe -0.566 -0.673 1.153 -0.063 -0.685 -0.723
S -2.081 -1.919 4.946 -0.040 -0.079 0.024
Sb -2.062 -2.778 2.848 0.028 0.139 0.108
S -2.772 -0.831 1.394 0.235 -0.062 0.049
S 0.347 -2.475 2.104 -0.235 0.126 -0.100
N -0.696 -2.680 -2.628 0.008 -0.067 -0.003
C -0.375 -2.527 -1.320 0.116 -0.010 0.186
N -0.412 -1.284 -0.937 -0.201 0.099 -0.135
C -0.799 -0.550 -2.054 0.062 -0.157 -0.081
C -1.007 0.817 -2.213 -0.002 -0.043 0.051
C -1.389 1.260 -3.464 -0.001 0.042 0.016
C -1.563 0.375 -4.537 -0.010 -0.010 -0.033
C -1.361 -0.984 -4.394 -0.001 -0.011 -0.001
C -0.978 -1.425 -3.133 -0.007 0.127 0.000
H -0.742 -3.556 -3.116 -0.001 0.004 -0.007
H -0.119 -3.341 -0.658 -0.029 -0.011 -0.001
H -0.872 1.484 -1.374 -0.002 0.027 -0.008
H -1.563 2.316 -3.624 0.002 0.002 0.014
H -1.865 0.766 -5.500 0.000 0.002 0.001
H -1.500 -1.665 -5.224 0.003 -0.006 0.006
C 4.413 4.915 5.466 0.007 0.001 -0.009
C 3.523 5.377 4.304 0.005 -0.001 -0.001
C 4.435 5.849 3.171 -0.014 -0.005 -0.008
C 2.672 6.570 4.762 0.012 0.002 0.008
C 2.600 4.236 3.868 0.003 0.032 0.030
C 1.746 3.655 4.811 0.010 0.034 0.029
C 0.864 2.627 4.497 -0.024 -0.061 -0.095
C 0.860 2.190 3.190 0.086 0.148 -0.025
O 0.105 1.221 2.599 0.374 0.415 -0.002
B 0.542 1.140 1.239 -0.222 0.069 0.661
O 1.522 2.121 1.037 -0.022 -0.051 -0.169
C 1.705 2.746 2.243 -0.062 0.017 0.242
C 2.578 3.769 2.551 0.003 -0.037 -0.042
H 5.104 5.712 5.754 -0.005 0.007 0.007
H 4.997 4.039 5.178 0.010 0.004 -0.004
H 3.824 4.649 6.344 -0.005 -0.012 -0.003
H 5.088 6.645 3.537 -0.003 0.004 0.005
H 3.862 6.248 2.332 -0.002 -0.004 -0.004
H 5.068 5.040 2.801 0.004 -0.002 0.003
H 3.312 7.410 5.044 0.003 -0.002 0.009
H 2.055 6.309 5.623 -0.008 -0.003 -0.006
H 2.006 6.896 3.961 0.007 0.008 -0.005
H 1.767 4.016 5.832 -0.009 -0.009 0.005
H 0.211 2.173 5.229 0.001 0.026 0.025
H 3.221 4.175 1.785 -0.008 -0.008 -0.014
```
Positions in Å, forces in eV/Å.

Properties
HOMO (spin up / spin down)   -3.596 / -3.813 eV
Total charge   -1
Kohn-Sham gap (spin up / spin down)   5.99 / 6.18 eV
LUMO (spin up / spin down)   0.0879 / 0.0870 hartree
2S+1   6
Calculated total energy   -99109.093 eV